Entry 1:
8 unconnected molecules or ions with the total composition C16H48O8. Source: the Open Molecules 2025 dataset; level of theory: the ωB97M-V functional and the def2-TZVPD basis.

CARTESIAN COORDINATES (ANGSTROEM)
1 C 0.1523 1.2448 -0.2722
2 C 0.1588 -0.2385 -0.4209
3 O -0.8916 -0.8702 0.3690
4 H -0.8123 1.6999 -0.5712
5 H 0.8512 1.9247 -0.9858
6 H 0.3879 1.5383 0.5231
7 H 1.0701 -0.6379 -0.0210
8 H 0.0680 -0.5588 -1.5445
9 H -0.6001 -1.8448 0.3713
10 C -0.1814 1.0447 -5.2980
11 C 0.7985 2.0250 -4.6258
12 O 1.7717 2.2878 -5.5775
13 H -0.8810 1.4898 -6.0222
14 H -0.8204 0.7645 -4.5207
15 H 0.1894 0.1792 -5.8410
16 H 1.0757 1.3660 -3.8116
17 H 0.4281 3.0240 -4.2732
18 H 2.5191 3.0411 -5.3336
19 C 1.8333 3.6985 -0.2061
20 C 0.6476 4.2876 -0.9914
21 O 1.1131 5.1465 -1.9561
22 H 2.4946 3.2639 -0.9231
23 H 1.4533 2.9058 0.3894
24 H 2.4204 4.5199 0.3651
25 H 0.0909 4.9481 -0.3564
26 H 0.0582 3.7593 -1.3537
27 H 0.4000 5.4649 -2.6004
28 C -2.4856 -3.4837 0.9543
29 C -1.1409 -4.1878 0.9723
30 O -0.2946 -3.6383 -0.0415
31 H -2.8225 -3.5411 -0.0138
32 H -2.3934 -2.3637 1.4425
33 H -3.1209 -4.0230 1.6894
34 H -1.0571 -5.3008 0.8490
35 H -0.6960 -3.8879 1.8786
36 H 0.3504 -4.2447 -0.3481
37 C 3.9914 -0.3780 -1.5879
38 C 4.7381 -0.1758 -0.2229
39 O 5.9443 0.5409 -0.4416
40 H 3.7489 0.6330 -2.0136
41 H 3.0318 -0.7881 -1.3241
42 H 4.6025 -1.0764 -2.3136
43 H 4.8781 -1.0210 0.3155
44 H 4.1272 0.4375 0.3932
45 H 6.4976 -0.0718 -0.0720
46 C -2.3484 -0.4778 3.2363
47 C -2.1806 -1.9627 3.5992
48 O -2.6536 -2.2380 4.8904
49 H -3.4023 -0.0275 3.2505
50 H -1.9158 -0.0647 2.4375
51 H -1.4867 0.0402 3.6140
52 H -1.0978 -2.2188 3.3553
53 H -2.6726 -2.6676 3.1327
54 H -2.4292 -3.1594 5.0516
55 C 2.0566 -2.8597 2.8717
56 C 2.0558 -1.2487 2.9294
57 O 3.1797 -0.9684 3.6166
58 H 2.4372 -3.2348 3.6654
59 H 2.7888 -3.1733 2.2641
60 H 1.2657 -3.3279 2.4517
61 H 1.1929 -0.9190 3.4786
62 H 1.8955 -0.7744 2.0051
63 H 3.2880 -1.4194 4.5425
64 C -4.0781 1.8366 -0.9164
65 C -4.9305 0.9910 -0.1208
66 O -6.1174 1.0762 -0.7104
67 H -4.7759 2.8418 -1.0659
68 H -4.1447 1.6769 -1.9230
69 H -3.1403 1.8488 -0.6782
70 H -4.9594 1.2645 0.9197
71 H -4.7655 -0.1871 -0.1524
72 H -6.7562 0.4500 -0.3722

- LUMO (Eh) = 0.0123
- maximum force (eV Å⁻¹) = 14.39
- HOMO-LUMO gap (eV) = 10.11
- spin multiplicity = 1

Results of the Mulliken charge analysis, in e, for atoms 1 through 8: -1.15, 0.12, -0.16, -0.07, -0.12, 0.97, -0.10, 0.20

Entry 2:
A single C5H12O2 molecule. Source: the Open Molecules 2025 dataset; level of theory: the ωB97M-V functional and the def2-TZVPD basis.

CARTESIAN COORDINATES (ANGSTROEM)
1 C -1.8868 -0.8318 1.4701
2 C -1.0237 -0.7371 0.2141
3 C 0.2527 0.0811 0.3826
4 O 1.1193 -0.5182 1.3485
5 C 0.9955 0.2563 -0.9775
6 C 0.7318 1.6260 -1.5854
7 O 2.3873 0.1129 -0.8252
8 H -1.3111 -1.2050 2.3242
9 H -2.2898 0.1481 1.7478
10 H -2.7311 -1.5109 1.3120
11 H -0.7265 -1.7460 -0.1147
12 H -1.6076 -0.3172 -0.6148
13 H 0.0109 1.0726 0.7891
14 H 0.9127 -1.4601 1.4015
15 H 0.6218 -0.5210 -1.6698
16 H 1.0857 2.4042 -0.8998
17 H 1.2828 1.7282 -2.5250
18 H -0.3340 1.7882 -1.7851
19 H 2.5101 -0.3700 0.0075

- LUMO (Eh) = 0.0305
- maximum force (eV Å⁻¹) = 0.34
- HOMO-LUMO gap (eV) = 10.73
- spin multiplicity = 1

Results of the Mulliken charge analysis, in e, for atoms 1 through 8: -1.16, -0.74, 0.35, -0.64, 0.19, -1.38, -0.59, 0.29

Entry 3:
12 unconnected molecules or ions with the total composition C5H34NO12. Source: the Open Molecules 2025 dataset; level of theory: the ωB97M-V functional and the def2-TZVPD basis.

CARTESIAN COORDINATES (ANGSTROEM)
1 C -2.7606 -0.3384 0.5185
2 O -3.0863 -1.3739 -0.3654
3 C -1.4785 -0.7171 1.1811
4 C -0.2064 0.0209 0.4901
5 C 0.9799 -0.7706 0.8390
6 C 1.6196 -1.7199 0.1176
7 N 1.7215 -0.3597 2.0344
8 H -2.7207 0.6401 -0.0063
9 H -3.6123 -0.3569 1.2027
10 H -3.8138 -1.2360 -0.9607
11 H -1.2507 -1.7599 1.1050
12 H -1.2862 -0.5123 2.2555
13 H -0.3820 -0.0253 -0.5705
14 H -0.1209 1.1283 0.7906
15 H 1.2233 -1.9670 -0.8622
16 H 2.6302 -2.0564 0.3915
17 H 1.4570 0.6128 2.3392
18 H 2.6862 -0.0654 1.8580
19 H 1.5849 -1.0952 2.7089
20 H -1.6711 -2.8134 -0.4327
21 H -0.7698 -3.1012 -1.4843
22 O -0.7990 -3.2085 -0.5117
23 H 1.3489 0.6058 -1.6677
24 H 2.1376 0.1695 -3.0136
25 O 1.4735 -0.0095 -2.3657
26 H -0.5653 -1.2293 -2.3608
27 H -2.0503 -1.3676 -2.5273
28 O -1.2937 -0.8203 -2.8188
29 H 1.3665 -2.3967 -3.8422
30 H 1.4683 -3.4854 -2.7224
31 O 1.1249 -2.6173 -2.9324
32 H -2.4698 2.6195 2.3591
33 H -2.4606 1.6423 3.6243
34 O -2.3889 1.7409 2.6898
35 H -1.5793 2.1403 -2.8156
36 H -1.3118 0.7764 -1.9570
37 O -1.1591 1.7525 -2.0331
38 H -1.5547 3.3041 -0.3562
39 H -0.9247 4.5040 0.1716
40 O -1.0354 3.5371 0.5086
41 H 0.6926 -3.4014 1.7250
42 H 1.1387 -3.4076 3.0998
43 O 1.4174 -3.0381 2.2481
44 H 2.9024 1.9757 0.5390
45 H 4.4006 1.7018 0.4187
46 O 3.5777 1.2931 0.7129
47 H 0.0129 2.5105 2.5717
48 H 1.3170 3.1384 2.6329
49 O 0.9198 2.2505 2.6699
50 H 1.5762 2.5219 -3.0749
51 H 0.5261 2.1961 -1.9779
52 O 1.4483 2.4679 -2.1439

- total charge = +1
- LUMO (Eh) = -0.0852
- maximum force (eV Å⁻¹) = 4.67
- HOMO-LUMO gap (eV) = 9.57
- spin multiplicity = 1

Results of the Mulliken charge analysis, in e, for atoms 1 through 8: -0.59, -0.64, -1.13, 2.74, 0.20, -0.88, 0.26, 0.26

Entry 4:
A gas-phase ion, C7H14N3S2 (charge +1). Source: the Open Molecules 2025 dataset; level of theory: the ωB97M-V functional and the def2-TZVPD basis.

CARTESIAN COORDINATES (ANGSTROEM)
1 C -0.3229 -2.5653 -0.7491
2 C -0.2005 -3.5371 -1.8607
3 C -1.3827 -4.3190 -2.4420
4 C 1.4350 4.6789 0.5394
5 C -0.7623 1.2147 0.7673
6 C 0.4223 2.1716 1.0215
7 C -0.3939 -0.0881 1.5042
8 N 1.0056 -3.7147 -2.2077
9 N 2.0104 -3.1033 -1.8707
10 N 0.7303 -2.1435 -0.1867
11 S -0.0108 3.6594 0.2053
12 S 1.1201 -1.0010 0.9340
13 H -1.3644 -2.2485 -0.5965
14 H -1.4562 -5.1971 -1.9480
15 H -2.2474 -3.8087 -2.3341
16 H -1.1796 -4.4913 -3.4134
17 H 2.2876 4.1194 0.7647
18 H 1.3387 5.1483 1.5802
19 H 1.5180 5.4520 -0.1672
20 H -1.7007 1.5592 1.1371
21 H -1.0910 1.2167 -0.2192
22 H 0.5960 2.3476 2.2114
23 H 1.2476 1.5321 0.7220
24 H -1.1385 -0.9340 1.5687
25 H -0.1475 -0.0397 2.5993
26 H 2.8887 -3.4719 -1.4734

- total charge = +1
- LUMO (spin up / spin down) (Eh) = -0.2197 / -0.2197
- maximum force (eV Å⁻¹) = 4.38
- HOMO-LUMO gap (spin up / spin down) (eV) = 4.93 / 4.93
- spin multiplicity = 1

Results of the Mulliken charge analysis, in e, for atoms 1 through 8: 0.67, 0.05, -1.47, -0.86, -0.80, -0.46, -0.93, 0.33

Entry 5:
A single C5H9NO molecule. Source: the Open Molecules 2025 dataset; level of theory: the ωB97M-V functional and the def2-TZVPD basis.

CARTESIAN COORDINATES (ANGSTROEM)
1 C 0.3269 1.6125 -0.6044
2 C 0.8456 0.1993 -0.3984
3 O 2.0287 0.3284 0.3715
4 C -0.1337 -0.8138 0.2995
5 C -1.3995 -0.2675 0.9781
6 C -0.5044 -1.8706 -0.6546
7 N -0.7706 -2.6929 -1.4242
8 H -0.6123 1.6316 -1.1649
9 H 1.0802 2.1685 -1.1710
10 H 0.1867 2.1226 0.3537
11 H 1.0900 -0.2156 -1.3865
12 H 2.5515 -0.4746 0.2532
13 H 0.4693 -1.2965 1.0783
14 H -1.9127 -1.0863 1.4932
15 H -2.0990 0.1615 0.2547
16 H -1.1468 0.4933 1.7217

- LUMO (Eh) = 0.0259
- maximum force (eV Å⁻¹) = 1.09
- HOMO-LUMO gap (eV) = 11.53
- spin multiplicity = 1

Results of the Mulliken charge analysis, in e, for atoms 1 through 8: -1.45, 0.20, -0.56, 0.67, -1.52, 0.15, -0.46, 0.35

Entry 6:
A single C4H3NO2 molecule. Source: the Open Molecules 2025 dataset; level of theory: the ωB97M-V functional and the def2-TZVPD basis.

CARTESIAN COORDINATES (ANGSTROEM)
1 O 2.2367 1.5679 1.6511
2 C 1.8937 1.3321 0.5304
3 C -0.2032 0.4693 0.1900
4 N 0.5276 1.4356 0.1330
5 O -1.0084 -1.1326 -2.0064
6 C -1.2965 -1.4180 -0.8643
7 C -0.9778 -0.5915 0.3044
8 H 2.5709 1.0391 -0.2847
9 H -1.8395 -2.3500 -0.6205
10 H -1.3431 -0.8396 1.2934

- LUMO (Eh) = 0.0036
- maximum force (eV Å⁻¹) = 0.78
- HOMO-LUMO gap (eV) = 10.07
- spin multiplicity = 1

Results of the Mulliken charge analysis, in e, for atoms 1 through 8: -0.41, 0.17, 0.65, -0.29, -0.50, 0.06, -0.69, 0.35

Entry 7:
A molecular structure, C6H17NO. Source: the Open Molecules 2025 dataset; level of theory: the ωB97M-V functional and the def2-TZVPD basis.

CARTESIAN COORDINATES (ANGSTROEM)
1 C -0.3967 1.8417 -0.1855
2 C 1.0286 1.7267 0.2754
3 C 1.3014 2.0036 1.7338
4 C -1.4537 2.1757 0.5510
5 N -0.6027 -2.3630 -0.9721
6 C 0.5597 -3.0807 -0.4795
7 C -1.2691 -1.7165 0.0312
8 H -0.4807 1.5994 -1.2429
9 H -1.4834 0.0720 -0.9434
10 H 1.5512 2.3870 -0.4298
11 H 1.4166 0.7605 -0.0473
12 H 0.5335 1.5838 2.3909
13 H 1.3631 3.0583 2.0227
14 H 2.2494 1.5682 2.0443
15 H -2.4617 2.2969 0.1856
16 H -1.3261 2.2811 1.6263
17 H 1.1305 -3.4689 -1.3273
18 H 1.2547 -2.4162 0.0413
19 H 0.2460 -3.9559 0.0813
20 H -2.2996 -2.0178 0.2091
21 H -0.7489 -1.5727 0.9899
22 H -1.4318 -0.5838 -0.4389
23 H 0.8459 -0.2454 -2.7371
24 H -0.2836 -1.5193 -1.5874
25 O 0.7575 -0.4146 -1.7917

- LUMO (Eh) = -0.0507
- maximum force (eV Å⁻¹) = 2.77
- HOMO-LUMO gap (eV) = 7.28
- spin multiplicity = 1

Results of the Mulliken charge analysis, in e, for atoms 1 through 8: -0.57, 0.17, -1.40, -0.64, -0.31, -0.87, -0.19, 0.64

Entry 8:
A molecular structure, C44H48AsClF6N4O5P2Se2Ta. Source: the Open Molecules 2025 dataset; level of theory: the ωB97M-V functional and the def2-TZVPD basis.

CARTESIAN COORDINATES (ANGSTROEM)
1 Ta -0.7109 -0.3751 1.3151
2 O 1.4230 -2.5550 4.0793
3 C 1.1549 -1.7308 3.2714
4 O 0.0497 -1.7488 2.5028
5 C 1.9620 -0.5131 2.9385
6 C 3.1666 -0.1347 3.5022
7 C 3.7167 1.0809 3.1078
8 C 3.0346 1.8884 2.2013
9 C 1.8305 1.4261 1.7068
10 N 1.3467 0.2444 2.0472
11 C 0.8769 2.1684 0.8331
12 O 1.0551 3.2478 0.3526
13 O -0.2543 1.4607 0.6584
14 H 3.6348 -0.7749 4.2369
15 H 4.6585 1.4107 3.5250
16 H 3.4046 2.8576 1.8968
17 Se -2.1918 -2.5586 0.6622
18 P -0.2527 -3.3089 -0.0407
19 Se 0.7968 -1.4240 -0.5396
20 C 0.6007 -4.3226 1.1571
21 C -0.0934 -4.9571 2.1819
22 C 0.5867 -5.8174 3.0285
23 C 1.9448 -6.0355 2.8537
24 C 2.6373 -5.3938 1.8339
25 C 1.9680 -4.5358 0.9790
26 C -0.4779 -4.2185 -1.5718
27 C -1.5578 -5.0932 -1.6809
28 C -1.6984 -5.8693 -2.8191
29 C -0.7630 -5.7760 -3.8415
30 C 0.3133 -4.9072 -3.7309
31 C 0.4604 -4.1257 -2.5956
32 H -1.1472 -4.7642 2.3351
33 H 0.0561 -6.3093 3.8324
34 H 2.4693 -6.7096 3.5180
35 H 3.6981 -5.5629 1.7068
36 H 2.5089 -4.0399 0.1804
37 H -2.2905 -5.1705 -0.8857
38 H -2.5367 -6.5473 -2.9080
39 H -0.8745 -6.3849 -4.7289
40 H 1.0390 -4.8361 -4.5301
41 H 1.3011 -3.4457 -2.5241
42 F -0.7677 0.8327 3.3055
43 P -2.4302 0.7039 3.6885
44 F -3.9735 0.5188 3.7622
45 F -2.1121 0.4080 5.1725
46 F -2.5452 0.9123 1.9482
47 F -2.4875 2.2648 3.8377
48 F -2.2138 -0.8597 3.2353
49 C 7.2800 2.8624 -3.9655
50 C 6.3942 4.0728 -3.6386
51 C 5.9923 4.7025 -4.9798
52 C 7.2469 5.0851 -2.8629
53 C 5.1484 3.6263 -2.7875
54 O 5.5389 2.5908 -1.8599
55 C 4.5202 4.7284 -1.9077
56 C 3.9034 6.0127 -2.5075
57 C 2.4460 5.8704 -2.8735
58 C 1.9861 5.9352 -4.1843
59 C 0.6527 5.7040 -4.4923
60 C -0.2196 5.4018 -3.4648
61 Cl -1.8770 4.9587 -3.8195
62 C 0.1907 5.3978 -2.1427
63 C 1.5208 5.6359 -1.8568
64 C 4.1378 2.9413 -3.7114
65 N 2.9806 2.3688 -3.0293
66 C 2.8653 1.4060 -2.1054
67 N 1.5843 1.1821 -1.8364
68 C 0.9573 2.0514 -2.6685
69 N 1.7547 2.7689 -3.4126
70 H 8.0946 3.1933 -4.6117
71 H 6.7427 2.0771 -4.5004
72 H 7.7254 2.4151 -3.0784
73 H 6.8902 5.0764 -5.4742
74 H 5.3074 5.5429 -4.8785
75 H 5.5407 3.9736 -5.6571
76 H 8.1692 5.2759 -3.4125
77 H 7.5403 4.7167 -1.8743
78 H 6.7401 6.0417 -2.7277
79 H 6.3096 2.8957 -1.3702
80 H 5.2974 5.0180 -1.1976
81 H 3.7554 4.2308 -1.3039
82 H 4.4686 6.3917 -3.3560
83 H 3.9851 6.7851 -1.7387
84 H 2.6780 6.1593 -4.9888
85 H 0.3085 5.7242 -5.5168
86 H -0.5210 5.2089 -1.3515
87 H 1.8487 5.6218 -0.8232
88 H 4.6346 2.1508 -4.2745
89 H 3.7108 3.6476 -4.4169
90 H 3.7214 0.9205 -1.6687
91 H -0.1119 2.1533 -2.7515
92 C -4.2611 -0.2050 -0.7353
93 As -2.3868 0.2971 -0.8291
94 C -1.8639 -0.2589 -2.6101
95 C -2.5722 2.3042 -1.1979
96 C -2.9976 3.1182 -0.0768
97 C -4.3578 3.1296 0.3435
98 C -4.7423 3.8880 1.4083
99 C -3.7874 4.6782 2.0804
100 C -2.4483 4.7113 1.6623
101 C -2.0533 3.9418 0.6066
102 H -4.8174 0.2972 -1.5251
103 H -4.6786 0.0434 0.2383
104 H -4.3345 -1.2780 -0.8896
105 H -2.3867 0.3380 -3.3559
106 H -2.1432 -1.3064 -2.7240
107 H -0.7886 -0.1584 -2.7241
108 H -3.3313 2.2676 -1.9808
109 H -1.6060 2.6087 -1.5889
110 H -5.0772 2.5340 -0.2035
111 H -5.7708 3.9035 1.7427
112 H -4.0972 5.2743 2.9301
113 H -1.7473 5.3489 2.1828
114 H -1.0300 3.9370 0.2528

- total charge = +2
- LUMO (spin up / spin down) (Eh) = -0.2345 / -0.3322
- maximum force (eV Å⁻¹) = 1.59
- expectation value of S² = 0.768
- HOMO-LUMO gap (spin up / spin down) (eV) = 6.19 / 3.53
- spin multiplicity = 2

Results of the Mulliken charge analysis, in e, for atoms 1 through 8: -0.01, -0.56, 0.07, 0.02, 0.60, -0.88, -0.68, -0.64